ORCA calculation (ωB97M-V/def2-TZVPD) on C8H10CrN2OSe3Te as an isolated structure.

Geometry (Å):
Cr: -0.299 -0.298 -0.118
C: 3.398 -0.634 1.863
C: 2.674 -0.159 0.643
O: 1.829 -0.851 0.076
N: 2.961 1.075 0.192
C: 2.323 1.643 -0.989
C: 1.121 2.490 -0.635
C: 1.184 3.871 -0.687
C: 0.077 4.626 -0.339
C: -1.067 3.953 0.052
C: -1.053 2.575 0.078
N: 0.014 1.839 -0.255
H: 3.631 -1.689 1.738
H: 2.736 -0.541 2.723
H: 4.311 -0.070 2.048
H: 3.642 1.636 0.674
H: 2.015 0.823 -1.633
H: 3.059 2.245 -1.518
H: 2.101 4.350 -1.005
H: 0.107 5.706 -0.377
H: -1.965 4.487 0.329
H: -1.936 2.022 0.372
Se: -1.214 -0.436 2.241
Se: -3.268 -0.235 1.085
Te: -3.094 -2.007 -0.691
Se: -1.418 -0.982 -2.284

Forces on the atoms, in the same order (eV/Å):
-0.6 -0.4 0.2
0.1 -0.1 0.0
-0.1 0.1 0.0
-0.1 -0.2 0.0
0.1 0.2 -0.2
-0.1 0.1 0.2
0.2 -0.2 -0.1
0.2 0.1 -0.1
-0.1 -0.1 0.0
0.0 0.3 0.0
-0.2 -0.3 0.1
-0.1 0.4 -0.1
0.0 0.0 0.0
-0.1 0.0 0.0
0.0 0.0 0.0
0.0 -0.1 0.1
0.0 -0.1 -0.1
0.0 0.0 0.0
0.0 0.0 0.0
0.0 0.0 0.0
0.0 -0.1 0.0
0.0 0.0 0.0
0.1 0.1 -0.2
0.2 0.0 0.1
0.3 0.0 -0.1
0.1 0.2 0.0

Properties
Frontier orbital gap (alpha / beta) = 6.68 / 6.62 eV
<S²> = 6.04
HOMO level (alpha / beta) = -6.8 / -6.9 eV
Multiplicity = 5

Atomic charges from the Löwdin analysis, expressed in e, are listed below: atom 1 (Cr): 0.0023, atom 2 (C): 0.0298, atom 3 (C): -0.5097, atom 4 (O): -0.0618, atom 5 (N): 0.0946, atom 6 (C): -0.0893, atom 7 (C): -0.2386, atom 8 (C): -0.0158, atom 9 (C): -0.0402, atom 10 (C): -0.0294, atom 11 (C): -0.1218, atom 12 (N): 0.0181, atom 13 (H): 0.0986, atom 14 (H): 0.0996, atom 15 (H): 0.0831, atom 16 (H): 0.1480, atom 17 (H): 0.1284, atom 18 (H): 0.1280, atom 19 (H): 0.1153, atom 20 (H): 0.1144, atom 21 (H): 0.1161, atom 22 (H): 0.0297, atom 23 (Se): -0.0364, atom 24 (Se): -0.1757, atom 25 (Te): 0.2901, atom 26 (Se): -0.1774

=====

ORCA calculation (ωB97M-V/def2-TZVPD) on C16H49Ag2F3O12 as an isolated structure.

Geometry (Å):
Ag: -39.577 0.688 -1.641
Ag: -36.307 0.904 -0.181
C: -34.187 1.852 2.644
O: -33.148 1.426 1.799
O: -35.351 1.625 1.828
C: -34.102 1.214 4.042
F: -35.248 1.114 4.665
F: -33.593 -0.074 4.090
F: -33.308 1.969 4.815
C: -31.848 1.948 2.040
C: -30.896 1.121 1.126
H: -30.943 0.050 1.327
H: -30.998 1.272 0.051
H: -29.834 1.296 1.297
H: -31.506 1.961 3.075
H: -31.747 3.011 1.818
H: -34.056 2.924 2.789
C: -37.952 4.382 -0.087
C: -38.524 3.200 0.684
C: -39.851 3.487 1.370
O: -38.452 1.942 0.005
H: -36.939 4.026 -0.278
H: -37.770 5.239 0.561
H: -38.600 4.609 -0.934
H: -37.862 3.162 1.549
H: -40.597 4.004 0.766
H: -39.767 4.107 2.262
H: -40.376 2.574 1.652
C: -42.441 2.163 -0.726
O: -41.292 2.321 -1.520
H: -42.243 1.294 -0.099
H: -42.470 3.089 -0.151
H: -43.375 2.164 -1.288
H: -41.375 3.148 -2.001
C: -41.186 -0.857 3.265
O: -40.646 0.025 2.313
H: -40.976 -1.917 3.118
H: -40.829 -0.676 4.279
H: -42.261 -0.695 3.337
H: -40.652 -0.285 1.405
C: -42.560 2.506 3.730
O: -43.165 2.004 2.590
H: -41.490 2.602 3.544
H: -42.965 3.497 3.932
H: -42.682 1.802 4.553
H: -42.463 1.432 2.272
C: -41.040 7.170 2.588
O: -40.633 8.335 3.269
H: -41.636 6.437 3.131
H: -41.711 7.411 1.764
H: -40.188 6.637 2.165
H: -40.008 8.139 3.970
C: -34.299 3.249 -1.185
O: -35.359 2.511 -1.758
H: -34.477 3.683 -0.202
H: -33.415 2.624 -1.053
H: -33.927 4.061 -1.810
H: -35.196 2.507 -2.704
C: -37.493 -1.349 2.365
O: -37.339 -0.895 1.017
H: -38.285 -0.720 2.772
H: -37.929 -2.333 2.195
H: -36.533 -1.394 2.880
H: -38.178 -0.906 0.550
C: -38.404 2.051 4.537
O: -37.564 3.161 4.490
H: -38.644 1.742 3.520
H: -38.061 1.219 5.152
H: -39.365 2.205 5.027
H: -36.996 3.073 3.720
C: -38.902 7.099 -2.339
O: -39.705 7.788 -3.308
H: -39.402 6.197 -1.988
H: -37.912 7.009 -2.787
H: -38.865 7.871 -1.570
H: -39.087 8.300 -3.835
C: -36.002 7.613 -0.118
O: -35.005 8.379 -0.861
H: -36.699 7.075 -0.761
H: -35.357 6.859 0.334
H: -36.496 8.318 0.551
H: -34.524 7.772 -1.429

Forces on the atoms, in the same order (eV/Å):
0.1 -0.3 -0.1
-0.3 -0.3 -0.3
0.3 -1.0 -3.3
-0.2 0.1 1.0
1.1 0.7 2.7
0.6 -2.2 1.5
-1.3 0.4 -0.1
-0.2 1.7 -1.0
0.2 0.1 -0.5
1.9 -0.3 -0.9
0.4 0.0 0.5
-0.6 0.0 0.0
-0.6 0.2 0.1
0.0 0.6 0.4
-0.3 -0.9 0.2
-0.6 0.3 -0.6
-0.7 0.6 0.2
0.5 -1.0 0.3
-1.0 0.1 0.4
-1.3 -0.3 -0.2
0.2 2.0 1.3
0.0 0.3 -1.2
-0.6 0.1 0.1
0.6 0.1 -0.1
0.7 -1.0 0.2
0.3 0.2 -0.5
0.4 -0.1 0.0
0.3 -0.2 0.2
-0.2 1.2 0.8
0.8 -0.1 -1.2
-0.6 0.1 0.0
-0.4 -0.4 0.8
0.1 -0.7 -0.1
0.2 0.0 -0.2
-1.0 -0.7 0.6
0.8 1.0 0.1
0.0 0.0 -0.5
0.5 0.6 -0.2
-0.2 -0.3 -0.1
-0.3 -0.5 0.1
0.5 0.6 0.8
-0.1 -0.5 -1.1
0.2 0.2 0.3
-0.1 -0.2 0.4
-0.1 0.3 0.4
-0.3 -0.5 -0.7
0.0 -0.5 -0.5
-0.5 0.1 -0.1
0.1 0.1 0.8
0.3 0.6 -0.1
0.2 -0.1 -0.1
-0.1 -0.3 0.0
1.9 0.3 0.2
-0.3 0.3 0.4
-0.8 -0.2 -0.1
0.0 -0.3 0.1
-0.5 0.2 -0.3
-0.3 -0.3 -0.2
-1.5 -0.4 -1.1
1.5 0.9 -0.8
0.5 0.0 0.9
0.3 -0.4 0.9
-0.3 0.2 -0.1
-0.4 -0.1 0.0
-1.1 -1.1 -0.2
0.2 0.8 0.3
-0.1 -0.5 0.0
0.9 -0.2 -0.3
-0.1 1.1 -0.1
0.0 -0.1 0.1
-0.4 2.2 -0.4
-0.4 -0.7 -0.6
0.2 0.1 -0.3
0.1 -0.8 0.5
0.5 -0.7 0.9
-0.2 0.1 -0.1
2.0 0.1 -0.9
-1.1 0.1 0.0
-0.2 0.4 -0.1
-0.7 -0.2 1.1
0.1 -0.4 0.1
0.0 0.0 0.0

Properties
Charge = +1
Frontier orbital gap (alpha / beta) = 6.12 / 5.72 eV
<S²> = 3.76
HOMO level (alpha / beta) = -9.0 / -12.3 eV
Multiplicity = 4

Atomic charges from the Löwdin analysis, expressed in e, are listed below: atom 1 (Ag): 0.4913, atom 2 (Ag): 0.7667, atom 3 (C): -0.2673, atom 4 (O): -0.0908, atom 5 (O): 0.0505, atom 6 (C): -0.5415, atom 7 (F): 0.1867, atom 8 (F): 0.1339, atom 9 (F): 0.1642, atom 10 (C): -0.2243, atom 11 (C): -0.0479, atom 12 (H): 0.0801, atom 13 (H): 0.0693, atom 14 (H): 0.0781, atom 15 (H): 0.1188, atom 16 (H): 0.1191, atom 17 (H): 0.1873, atom 18 (C): -0.0197, atom 19 (C): -0.4742, atom 20 (C): -0.0460, atom 21 (O): -0.2091, atom 22 (H): 0.0584, atom 23 (H): 0.0908, atom 24 (H): 0.0721, atom 25 (H): 0.1259, atom 26 (H): 0.0777, atom 27 (H): 0.0861, atom 28 (H): 0.0540, atom 29 (C): -0.1344, atom 30 (O): -0.2456, atom 31 (H): 0.0728, atom 32 (H): 0.0761, atom 33 (H): 0.0972, atom 34 (H): 0.0940, atom 35 (C): -0.1445, atom 36 (O): -0.1576, atom 37 (H): 0.0870, atom 38 (H): 0.0870, atom 39 (H): 0.0815, atom 40 (H): 0.0626, atom 41 (C): -0.1732, atom 42 (O): -0.1120, atom 43 (H): 0.0483, atom 44 (H): 0.0888, atom 45 (H): 0.0840, atom 46 (H): 0.0198, atom 47 (C): -0.1803, atom 48 (O): -0.0972, atom 49 (H): 0.0693, atom 50 (H): 0.0824, atom 51 (H): 0.0537, atom 52 (H): 0.0790, atom 53 (C): -0.1517, atom 54 (O): -0.1610, atom 55 (H): 0.0719, atom 56 (H): 0.0789, atom 57 (H): 0.0908, atom 58 (H): 0.1035, atom 59 (C): -0.0884, atom 60 (O): -0.2273, atom 61 (H): 0.0592, atom 62 (H): 0.0917, atom 63 (H): 0.0929, atom 64 (H): 0.0113, atom 65 (C): -0.1775, atom 66 (O): -0.0947, atom 67 (H): 0.0603, atom 68 (H): 0.0803, atom 69 (H): 0.0807, atom 70 (H): 0.0443, atom 71 (C): -0.1546, atom 72 (O): -0.1265, atom 73 (H): 0.0569, atom 74 (H): 0.0808, atom 75 (H): 0.0813, atom 76 (H): 0.0739, atom 77 (C): -0.1280, atom 78 (O): -0.1302, atom 79 (H): 0.0307, atom 80 (H): 0.0683, atom 81 (H): 0.0932, atom 82 (H): 0.0606

=====

ORCA calculation (ωB97M-V/def2-TZVPD) on a 15-piece molecular cluster, C4H38O14 overall.

Geometry (Å):
C: -1.301 -0.456 -2.011
C: 2.229 0.285 -0.504
C: 0.669 0.212 -0.538
C: 0.190 -0.527 -1.754
H: -1.840 -1.389 -1.673
H: -1.424 -0.307 -3.094
H: -1.930 0.409 -1.722
H: 2.707 -0.640 -0.224
H: 2.531 1.060 0.196
H: 2.733 0.554 -1.438
H: 0.265 1.171 -0.391
H: 0.398 -0.264 0.421
H: 0.653 -0.186 -2.708
H: 0.681 -1.641 -1.535
H: -3.625 -1.121 1.709
H: -4.655 0.014 1.605
O: -3.974 -0.273 2.210
H: 0.518 -4.325 -1.104
H: -0.919 -4.561 -0.441
O: -0.306 -3.942 -0.773
H: 3.446 -3.012 -1.345
H: 2.509 -2.351 -2.318
O: 2.637 -3.122 -1.766
H: 2.374 -0.360 -4.480
H: 2.366 -0.316 -3.051
O: 2.668 -0.923 -3.733
H: -1.089 1.004 3.095
H: -1.046 1.371 4.632
O: -0.619 0.806 3.964
H: -0.496 3.720 -1.979
H: 0.188 3.140 -0.712
O: -0.079 2.885 -1.617
H: -0.560 -0.802 3.461
H: 0.223 -1.962 2.624
O: -0.565 -1.732 3.107
H: 2.004 -1.662 0.324
H: 1.301 -3.018 0.463
O: 1.711 -2.332 0.956
H: -0.882 3.261 1.305
H: 0.611 3.430 1.497
O: -0.153 3.723 0.954
H: -2.647 0.514 1.999
H: -1.351 0.068 1.132
O: -1.796 0.840 1.559
H: 2.019 2.332 3.836
H: 0.694 1.589 3.430
O: 1.425 2.193 3.105
H: -3.022 2.567 -0.670
H: -2.878 1.630 0.490
O: -3.539 2.032 -0.084
H: -1.449 -2.278 0.237
H: -1.509 -1.827 1.807
O: -1.930 -1.744 0.877
H: 1.288 2.199 -2.726
H: 2.481 2.357 -3.576
O: 2.066 1.709 -3.028

Forces on the atoms, in the same order (eV/Å):
-0.6 0.4 -1.6
0.2 -0.1 -0.6
2.4 -1.8 0.8
-0.5 -0.1 0.4
0.6 0.7 0.0
0.0 -0.8 0.1
0.5 -0.3 1.1
0.5 0.2 0.2
-0.2 0.0 0.5
-0.7 0.1 0.1
-1.5 1.3 -0.5
0.1 -0.1 0.1
0.0 -0.8 0.2
-0.7 1.8 -0.6
-0.8 2.1 1.4
-0.6 0.5 -0.2
1.0 -2.8 -1.1
-0.4 -0.5 0.0
-0.6 -1.6 0.4
1.2 2.2 -0.5
2.4 0.2 1.2
0.3 0.1 -0.9
-2.9 -0.4 -0.7
0.5 -0.9 0.0
0.6 0.2 0.3
-0.7 0.6 -0.5
0.2 -0.1 0.6
0.2 -0.4 -0.2
-0.9 0.6 -0.4
0.7 -1.4 0.6
-0.3 0.4 0.2
-0.6 1.3 -1.1
0.5 -1.1 -0.1
1.0 0.2 -0.1
-1.2 0.4 0.3
-0.3 -0.9 0.4
-0.6 -1.0 -0.8
0.3 1.1 1.2
-1.5 -0.9 0.8
-0.5 0.2 0.1
2.3 0.5 -0.5
0.3 -0.3 -0.6
-1.2 0.4 0.5
1.1 0.3 0.4
0.3 0.1 0.4
1.1 0.7 0.0
-0.8 -0.4 -0.7
0.2 0.6 -0.6
0.2 -0.1 0.2
-0.6 -0.3 0.0
0.2 -0.4 0.4
0.0 -0.3 -0.9
0.0 0.2 0.5
-0.5 0.1 0.6
0.9 0.5 -0.8
-0.6 -0.2 0.0

Properties
Relative energy (zero: lowest compared OMol25 entry of this formula, charge and spin) = 0.0 kJ/mol
Charge = +1
Frontier orbital gap (alpha / beta) = 11.41 / 4.11 eV
<S²> = 0.75
HOMO level (alpha / beta) = -13.9 / -13.9 eV
Multiplicity = 2

Atomic charges from the Löwdin analysis, expressed in e, are listed below: atom 1 (C): -0.0050, atom 2 (C): -0.0164, atom 3 (C): -0.1620, atom 4 (C): -0.1298, atom 5 (H): 0.1325, atom 6 (H): 0.0991, atom 7 (H): 0.1046, atom 8 (H): 0.0602, atom 9 (H): 0.1176, atom 10 (H): 0.0694, atom 11 (H): 0.0846, atom 12 (H): 0.1285, atom 13 (H): 0.1259, atom 14 (H): 0.2113, atom 15 (H): 0.1124, atom 16 (H): 0.0663, atom 17 (O): -0.0413, atom 18 (H): 0.0537, atom 19 (H): 0.0438, atom 20 (O): -0.0231, atom 21 (H): 0.0318, atom 22 (H): -0.0032, atom 23 (O): 0.0187, atom 24 (H): 0.0793, atom 25 (H): -0.0430, atom 26 (O): -0.0537, atom 27 (H): 0.0438, atom 28 (H): 0.1142, atom 29 (O): -0.0691, atom 30 (H): 0.1109, atom 31 (H): 0.0119, atom 32 (O): -0.0837, atom 33 (H): 0.0331, atom 34 (H): 0.0264, atom 35 (O): -0.0303, atom 36 (H): -0.0342, atom 37 (H): -0.0055, atom 38 (O): -0.0235, atom 39 (H): 0.0126, atom 40 (H): 0.0502, atom 41 (O): -0.0229, atom 42 (H): 0.0253, atom 43 (H): 0.0309, atom 44 (O): -0.1201, atom 45 (H): 0.0379, atom 46 (H): -0.0054, atom 47 (O): -0.0810, atom 48 (H): 0.0110, atom 49 (H): -0.0396, atom 50 (O): -0.0441, atom 51 (H): 0.0092, atom 52 (H): 0.0364, atom 53 (O): -0.0999, atom 54 (H): 0.0210, atom 55 (H): 0.0662, atom 56 (O): -0.0437

=====

Q: Among the records above, which one has the highest multiplicity?
A: C8H10CrN2OSe3Te

=====

Q: Which of these has the highest multiplicity?
A: C8H10CrN2OSe3Te